Entry 1:
Density functional theory data (ωB97M-V/def2-TZVPD) for C32H37Cl5CrN3SSi as an isolated structure.

## Properties
Energy above the lowest of the compared OMol25 structures with the same formula, charge and spin ... 46.8 kJ/mol
LUMO energy (alpha / beta) ... -0.1219 / -0.0933 eV
Charge ... 0
Kohn-Sham gap (alpha / beta) ... 7.15 / 7.25 eV
Molecular weight ... 753.1 g mol⁻¹
Spin multiplicity ... 2

Each line ends with the Löwdin spin population.
Positions of all 80 atoms, in Å:
Cr -0.2035 0.4349 0.5477  0.9770
Cl 1.3166 -1.2349 2.3060  -0.0021
C 1.8730 -1.5289 0.6847  0.0103
C 1.1596 -0.8668 -0.2962  -0.0222
C 1.4338 -1.2530 -1.6020  0.0040
Cl 0.4158 -0.6680 -2.8796  0.0012
C 2.4471 -2.1586 -1.9089  -0.0035
Cl 2.7537 -2.6078 -3.5435  -0.0023
C 3.2051 -2.7279 -0.8830  0.0107
Cl 4.4731 -3.8323 -1.2456  0.0036
C 2.9012 -2.4274 0.4408  -0.0022
Cl 3.7494 -3.1676 1.7399  -0.0017
C 4.4511 3.7134 -1.6665  -0.0004
Si 3.3745 4.6985 -0.5121  -0.0006
C 4.4479 5.9309 0.3990  0.0000
C 2.0538 5.6449 -1.4293  -0.0004
C 2.5763 3.6055 0.8036  -0.0012
C 2.8080 3.8123 2.1501  0.0041
C 2.2060 3.0103 3.1287  -0.0002
C 1.3440 2.0364 2.7161  0.0018
N 1.0616 1.8189 1.4161  -0.0062
C 1.7001 2.5384 0.4581  0.0025
S 1.3431 2.0142 -1.1300  -0.0177
H 5.0875 4.3849 -2.2496  0.0000
H 3.8498 3.1165 -2.3532  -0.0003
H 5.1000 3.0350 -1.1078  0.0000
H 4.9111 6.6090 -0.3234  0.0000
H 5.2535 5.4408 0.9528  0.0000
H 3.8717 6.5408 1.0999  0.0000
H 2.5069 6.3228 -2.1580  0.0000
H 1.4592 6.2462 -0.7362  0.0000
H 1.3876 4.9633 -1.9599  -0.0002
H 3.4721 4.6102 2.4638  0.0002
H 2.4049 3.1535 4.1811  -0.0001
H 0.8395 1.3964 3.4259  -0.0001
C -1.1753 -3.5685 -1.6354  -0.0001
C -1.6712 -3.1550 -0.2747  0.0001
C -2.2318 -4.0896 0.5915  0.0026
C -2.6585 -3.7039 1.8565  0.0004
C -3.2765 -4.7069 2.7987  -0.0001
C -2.5156 -2.3817 2.2692  0.0033
C -1.9576 -1.4086 1.4324  0.0059
C -1.5758 -1.8433 0.1496  0.0021
N -1.6828 -0.0828 1.7161  0.0350
C -2.3571 0.5897 2.8320  0.0043
C -2.1912 2.1039 2.6815  0.0015
C -1.7691 0.1747 4.1861  0.0028
C -3.8705 0.3245 2.8066  -0.0003
H -1.5676 -4.5473 -1.9078  0.0000
H -0.0840 -3.6315 -1.6441  0.0000
H -1.4615 -2.8525 -2.4075  0.0000
H -2.3414 -5.1204 0.2729  0.0002
H -3.2336 -5.7144 2.3867  0.0000
H -4.3238 -4.4648 2.9925  0.0000
H -2.7588 -4.7111 3.7596  0.0000
H -2.8434 -2.1313 3.2719  0.0001
H -1.1633 -1.1278 -0.5639  -0.0002
H -1.1412 2.3965 2.5743  0.0005
H -2.5877 2.6039 3.5669  0.0001
H -2.7458 2.4646 1.8167  0.0001
H -0.7221 0.4710 4.2582  0.0000
H -1.8161 -0.9072 4.3481  0.0001
H -2.3126 0.6658 4.9966  0.0006
H -4.2682 0.5862 1.8233  0.0002
H -4.3610 0.9507 3.5551  -0.0001
H -4.1337 -0.7089 3.0097  0.0000
C -4.5207 4.0462 -2.5219  0.0001
C -3.4904 3.2004 -1.8351  0.0004
C -2.4591 3.7618 -1.0885  -0.0008
C -1.5389 2.9462 -0.4637  -0.0017
N -1.5911 1.6105 -0.5223  -0.0112
C -2.5881 1.0652 -1.2248  0.0006
C -3.5356 1.8130 -1.8931  0.0000
H -4.1791 5.0741 -2.6315  0.0000
H -5.4451 4.0577 -1.9412  0.0000
H -4.7575 3.6490 -3.5089  0.0000
H -2.3593 4.8357 -0.9984  -0.0001
H -0.7334 3.3745 0.1140  -0.0003
H -2.6348 -0.0146 -1.2435  0.0002
H -4.3091 1.3058 -2.4553  0.0000

---

Entry 2:
Density functional theory data (ωB97M-V/def2-TZVPD) for C32H37ClN2ScSi2 as an isolated structure in a non-equilibrium geometry.

## Properties
Energy above the lowest of the compared OMol25 structures with the same formula, charge and spin ... 68.8 kJ/mol
LUMO energy ... -2.4590 eV
Charge ... +1
Kohn-Sham gap ... 5.43 eV
Molecular weight ... 586.2 g mol⁻¹
Spin multiplicity ... 1

Each line ends with the Mulliken charge.
Positions of all 75 atoms, in Å:
C 1.4367 -3.2194 3.3869  -0.5212
C 2.0891 -2.2482 2.5599  -0.6735
C 1.5241 -0.9758 2.8555  -0.2238
H 2.9488 -2.4324 1.9132  0.5390
C 0.5128 -1.1509 3.8408  -0.3606
C 0.4580 -2.5342 4.1831  -0.7809
H -0.1397 -2.9746 4.9774  0.6762
H 1.7195 -4.2667 3.4975  0.5970
H 1.8499 -0.0178 2.4579  0.6998
H -0.0757 -0.3562 4.2945  0.5746
Sc -0.1756 -2.3176 1.9625  -0.8066
Si -0.8250 -0.0925 -0.3441  0.4363
C 0.5155 -0.6998 -1.5370  1.4307
C 0.3382 -1.1277 -2.8649  -0.6255
H -0.6715 -1.2049 -3.3046  0.3933
C 1.4774 -1.3784 -3.6358  -0.6898
H 1.3625 -1.6851 -4.6780  0.4269
C 2.7563 -1.2709 -3.0664  -0.7123
H 3.6346 -1.5143 -3.6555  0.4158
C 2.9272 -0.9027 -1.7331  -1.1194
H 3.9044 -0.8561 -1.2447  0.4453
C 1.8079 -0.5740 -0.9806  -0.1413
H 1.9821 -0.2393 0.0477  0.3834
C -0.3986 1.3132 0.9361  1.9794
C 0.8067 2.0605 0.8343  0.1254
H 1.4631 1.9821 -0.0399  -0.3707
C 1.1278 2.9913 1.8244  -0.9335
H 1.9802 3.6616 1.6896  0.4137
C 0.3516 3.0678 2.9792  -0.8078
H 0.5746 3.8253 3.7237  0.4481
C -0.7171 2.1974 3.1773  -0.7431
H -1.2985 2.2461 4.0988  0.5135
C -1.0759 1.2922 2.1829  -0.6520
H -1.9065 0.6018 2.3647  0.2921
H 0.0951 -0.8262 0.7674  0.4094
Si -1.0605 1.9243 -1.4229  -0.2517
C -1.6672 3.5085 -0.7853  0.7159
C -1.1143 4.6597 -1.3645  -0.6456
H -0.6375 4.5861 -2.3442  0.4360
C -1.1363 5.8448 -0.6385  -0.5457
H -0.6787 6.7291 -1.0759  0.4249
C -1.7254 5.8927 0.6264  -0.6584
H -1.7259 6.8231 1.1955  0.3899
C -2.3486 4.7543 1.1506  -0.3617
H -2.8205 4.7892 2.1335  0.3985
C -2.3925 3.5715 0.4196  -0.6270
H -2.9176 2.6874 0.7866  0.4289
C -0.1519 2.1368 -3.0265  0.6932
C 1.2280 2.3935 -2.9648  0.3076
H 1.7124 2.4652 -1.9905  0.3174
C 1.9344 2.5405 -4.1539  -0.7856
H 2.9956 2.7770 -4.0987  0.4071
C 1.2991 2.4375 -5.3926  -0.5855
H 1.8558 2.6257 -6.3143  0.3935
C -0.0738 2.1685 -5.4393  -0.5825
H -0.5876 2.1250 -6.3974  0.3961
C -0.8108 2.0041 -4.2635  -0.6676
H -1.8803 1.7863 -4.2851  0.4332
H -1.9159 0.2971 -1.2488  -0.4108
Cl -2.3231 -1.5807 0.2687  -0.5935
N 0.3807 -3.8355 0.4175  -0.3214
C -0.7400 -4.6433 -0.1416  -0.4099
C -1.3339 -5.6125 0.8720  -0.7512
C -1.4460 -5.1353 2.3227  -0.4527
N -1.8281 -3.7002 2.4249  -0.3818
H 1.1012 -4.4732 0.7754  0.3583
H 0.8700 -3.3120 -0.3244  0.1702
H -1.4911 -3.9432 -0.5237  0.2713
H -0.3646 -5.2148 -0.9954  0.5002
H -2.3294 -5.9168 0.5251  0.3270
H -0.7632 -6.5553 0.8813  0.3140
H -2.2008 -5.7340 2.8566  0.4627
H -0.5033 -5.2649 2.8685  0.2102
H -2.1450 -3.4892 3.3806  0.3261
H -2.6233 -3.4909 1.8158  0.3126

---

Entry 3:
Density functional theory data (ωB97M-V/def2-TZVPD) for C32H37F6N7O6S3Ti as an isolated structure in a non-equilibrium geometry.

## Properties
LUMO energy ... -6.5960 eV
Charge ... +2
Kohn-Sham gap ... 5.41 eV
Molecular weight ... 873.7 g mol⁻¹
Spin multiplicity ... 1

Each line ends with the Mulliken charge.
Positions of all 92 atoms, in Å:
Ti 1.4520 -1.0829 -1.4068  -1.1211
F 4.9017 -3.7776 -1.2351  -0.1729
C 4.1785 -4.4610 -2.1659  0.5701
F 5.0925 -4.9779 -3.0405  -0.1845
F 3.6245 -5.5244 -1.5174  -0.1897
S 2.9413 -3.4067 -3.0077  1.2367
O 2.1019 -2.8639 -1.9414  -0.3605
O 2.2250 -4.3211 -3.9052  -0.7038
N 3.9418 -2.4448 -3.7724  -0.5726
S 3.9739 -0.9246 -3.3217  1.2320
O 2.8066 -0.3636 -2.6430  -0.1064
O 4.4982 -0.0485 -4.3788  -0.6518
C 5.2959 -0.9805 -2.0663  0.5317
F 6.2805 -1.8664 -2.4052  -0.2118
F 4.8534 -1.3487 -0.8332  -0.1716
F 5.9194 0.2246 -1.9033  -0.2351
C -2.5444 4.3803 10.5165  -0.7494
O -2.6555 3.0972 10.0220  -0.4399
C -2.2281 2.6780 8.8029  0.6284
C -1.6115 3.5401 7.8755  -0.3658
C -1.1872 3.0558 6.6350  -0.7088
C -1.3667 1.7035 6.2920  0.3109
C -1.9846 0.8475 7.2222  -0.4924
C -2.4089 1.3337 8.4620  -0.7198
C -0.9007 1.2091 4.9706  0.2573
N -0.3017 2.0154 4.0527  -0.8667
C -0.0328 1.1935 3.0242  0.8666
C -0.4636 -0.0796 3.3204  -0.2182
N -1.0124 -0.0778 4.5435  -0.0026
C -0.3053 -1.1461 2.4209  0.7748
C -0.7349 -2.5451 2.6516  -0.9754
C -0.5131 -3.4700 1.6905  -1.4742
C 0.1588 -3.0814 0.4119  -1.0967
N 0.5274 -1.8123 0.2489  0.8567
C 0.3169 -0.8518 1.2000  0.2934
C 0.7546 0.4447 0.8988  -0.0481
N 1.3513 0.6303 -0.3190  0.4624
C 1.8095 1.8122 -0.7245  -0.4548
C 1.6644 2.9864 0.1921  -0.9854
C 1.0808 2.8363 1.4028  -0.8479
C 0.5884 1.4996 1.8051  0.4830
H -2.9804 4.4149 11.5358  0.2239
H -3.1004 5.0911 9.8688  0.3199
H -1.4753 4.6761 10.5785  0.3221
H -1.4543 4.5859 8.1030  0.4294
H -0.7152 3.7433 5.9443  0.4524
H -2.1446 -0.1984 7.0054  0.2435
H -2.8815 0.6586 9.1648  0.4232
H -1.4245 -0.8963 5.0404  0.2802
H -1.2223 -2.8308 3.5779  0.4240
H -0.8224 -4.4984 1.8458  0.5108
H 0.3371 -3.8268 -0.3585  1.2136
H 2.2800 1.9350 -1.6962  0.6954
H 2.0299 3.9601 -0.1169  0.5458
H 0.9755 3.6871 2.0685  0.5958
O -0.8663 -1.1885 -1.2590  -0.6744
S -0.4765 -2.2309 -2.2660  1.7560
C -1.3428 -3.7769 -1.7999  -1.0386
C -2.2033 -4.1841 -2.9822  -0.9043
C -2.7508 -2.8891 -3.5549  -0.7112
C -1.5417 -1.9908 -3.7343  -0.6351
H -1.9593 -3.5627 -0.9211  0.4745
H -0.6043 -4.5400 -1.5416  0.5784
H -3.0033 -4.8656 -2.6770  0.4315
H -1.5950 -4.7003 -3.7351  0.3414
H -3.4632 -2.4374 -2.8536  0.2912
H -3.2714 -3.0517 -4.5035  0.4510
H -1.8110 -0.9359 -3.8301  0.1392
H -0.9558 -2.2920 -4.6085  0.4715
C -2.2187 2.2412 -2.3245  -0.8046
C -0.8883 2.8133 -2.7906  -0.1249
N -0.3378 2.0502 -3.9163  0.4941
C -0.4677 2.6879 -5.2342  -0.7285
C -1.7746 2.3058 -5.9106  -0.9616
C 0.2710 0.8128 -3.7518  0.4105
C 0.8061 0.0560 -4.9561  -1.9127
N 0.4554 0.2171 -2.6216  1.1616
H -2.5984 2.8182 -1.4753  0.4076
H -2.1263 1.1979 -2.0086  0.0474
H -2.9695 2.2805 -3.1187  0.2974
H -0.1719 2.8288 -1.9612  -0.2455
H -1.0379 3.8639 -3.0664  0.5017
H 0.3740 2.4222 -5.8822  0.3630
H -0.4173 3.7793 -5.1395  0.4655
H -1.8972 1.2207 -5.9752  0.1924
H -1.8062 2.7132 -6.9262  0.4184
H -2.6338 2.7072 -5.3656  0.2819
H 1.6482 0.6039 -5.3879  0.5408
H 0.0233 -0.0701 -5.7070  0.4149
H 1.1593 -0.9371 -4.6610  0.0564
H 0.1059 0.7580 -1.8226  -0.4789
H 2.8602 -1.2560 -0.3644  0.1762

---

- Number 1 is which compound?
  C32H37Cl5CrN3SSi